#w
ORCA calculation (ωB97M-V/def2-TZVPD) on a structure of composition C45H50F3N6O5RbS.

For the HOMO energy, the calculation gives -2.85 eV. The calculation puts the LUMO energy at 3.821 eV. As for the total charge: -2.

Each line ends with the Löwdin charge.
Element x y z (Å)
Rb  -0.65  -1.63  -0.11  0.82
C  3.27  -3.01  0.04  -0.22
C  3.65  -1.53  -0.21  -0.21
N  3.31  -0.56  0.82  -0.06
C  3.58  -0.93  2.20  -0.21
C  2.35  -0.66  3.07  -0.20
N  1.14  -1.20  2.51  -0.09
C  0.86  -2.60  2.72  -0.23
C  1.72  -3.58  1.90  -0.20
N  1.90  -3.23  0.49  -0.08
H  3.99  -3.46  0.74  0.10
H  3.42  -3.52  -0.92  0.12
H  3.14  -1.20  -1.12  0.10
H  4.73  -1.50  -0.41  0.11
H  2.31  -0.37  0.74  0.07
H  4.42  -0.35  2.60  0.10
H  3.87  -1.98  2.29  0.08
H  2.22  0.42  3.16  0.10
H  2.56  -1.05  4.09  0.11
H  0.31  -0.62  2.65  0.06
H  -0.19  -2.76  2.47  0.08
H  0.97  -2.90  3.78  0.11
H  1.24  -4.56  1.98  0.11
H  2.70  -3.68  2.38  0.09
H  1.45  -3.92  -0.09  0.06
O  -1.45  -0.11  2.28  -0.27
C  -2.62  0.54  2.16  -0.52
C  -2.44  2.14  2.19  -0.04
C  -1.01  2.47  2.46  -0.26
C  -0.56  2.67  3.76  -0.02
C  0.78  2.95  3.97  -0.08
C  1.63  3.00  2.88  -0.06
C  1.10  2.77  1.61  -0.25
C  2.05  2.81  0.44  -0.06
C  1.54  2.39  -0.95  -0.42
O  1.21  1.03  -0.88  -0.07
C  0.34  3.23  -1.41  -0.16
C  0.18  4.56  -1.05  -0.05
C  -0.89  5.31  -1.52  -0.10
C  -1.82  4.73  -2.38  -0.11
C  -1.66  3.41  -2.76  -0.08
C  -0.59  2.66  -2.28  -0.02
C  2.73  2.59  -1.91  -0.12
C  2.76  3.56  -2.91  -0.02
C  3.89  3.70  -3.72  -0.10
C  4.99  2.88  -3.54  -0.12
C  4.96  1.91  -2.55  -0.09
C  3.84  1.76  -1.75  -0.02
N  -0.19  2.53  1.41  0.22
C  -3.60  0.22  3.32  -0.16
C  -4.89  0.74  3.39  -0.06
C  -5.73  0.44  4.45  -0.11
C  -5.28  -0.40  5.47  -0.13
C  -4.00  -0.92  5.41  -0.09
C  -3.17  -0.62  4.34  -0.01
C  -3.26  0.12  0.82  -0.17
C  -2.81  0.68  -0.38  -0.08
C  -3.20  0.17  -1.61  -0.10
C  -4.06  -0.91  -1.67  -0.11
C  -4.52  -1.49  -0.49  -0.09
C  -4.12  -0.97  0.73  -0.04
H  -3.06  2.57  2.97  0.10
H  -2.73  2.59  1.25  0.11
H  -1.25  2.59  4.59  0.11
H  1.17  3.10  4.98  0.10
H  2.69  3.18  3.00  0.11
H  2.87  2.12  0.67  0.11
H  2.51  3.80  0.37  0.12
H  0.88  5.02  -0.36  0.11
H  -1.00  6.34  -1.20  0.09
H  -2.66  5.31  -2.74  0.09
H  -2.37  2.94  -3.42  0.10
H  -0.48  1.62  -2.58  0.10
H  1.91  4.20  -3.07  0.11
H  3.89  4.46  -4.49  0.09
H  5.86  2.99  -4.17  0.09
H  5.80  1.24  -2.41  0.10
H  3.81  0.99  -0.98  0.09
H  -5.24  1.38  2.59  0.12
H  -6.73  0.84  4.48  0.09
H  -5.94  -0.64  6.30  0.08
H  -3.65  -1.58  6.20  0.09
H  -2.16  -1.02  4.25  0.11
H  -2.08  1.49  -0.35  0.10
H  -2.79  0.60  -2.52  0.09
H  -4.35  -1.33  -2.63  0.09
H  -5.16  -2.36  -0.53  0.10
H  -4.46  -1.46  1.64  0.12
C  2.92  -0.01  -4.80  -0.05
C  1.63  -0.62  -4.34  -0.39
C  0.87  -1.62  -4.93  -0.04
C  -0.20  -1.81  -4.05  -0.41
N  -0.08  -0.97  -3.01  -0.04
N  1.06  -0.24  -3.19  -0.04
C  -1.32  -2.79  -4.10  -0.05
H  3.03  -0.09  -5.88  0.06
H  3.79  -0.49  -4.34  0.07
H  2.97  1.05  -4.53  0.05
H  1.06  -2.14  -5.86  0.08
H  1.22  0.62  -1.81  0.03
H  -1.59  -3.04  -5.13  0.06
H  -2.21  -2.38  -3.60  0.05
H  -1.07  -3.72  -3.58  0.06
F  -2.31  -6.68  -1.93  0.11
C  -2.66  -5.89  -0.90  -0.66
F  -3.48  -6.60  -0.11  0.11
F  -3.36  -4.87  -1.40  0.11
S  -1.18  -5.30  0.03  0.43
O  -0.58  -6.53  0.51  -0.31
O  -1.76  -4.44  1.04  -0.34
O  -0.43  -4.59  -0.99  -0.37

=====

#x
ORCA calculation (ωB97M-V/def2-TZVPD) on a structure of composition C45H50F3N6O5RbS.

For the HOMO energy, the calculation gives -2.74 eV. The calculation puts the LUMO energy at 3.745 eV. As for the total charge: -2.

Each line ends with the Löwdin charge.
Element x y z (Å)
Rb  0.16  -1.51  -0.52  0.89
C  -1.54  -4.46  1.07  -0.23
C  -2.26  -3.60  2.11  -0.22
N  -2.10  -2.17  1.91  -0.06
C  -1.63  -1.38  3.03  -0.21
C  -0.24  -1.80  3.50  -0.22
N  0.70  -1.86  2.41  -0.11
C  1.56  -3.00  2.33  -0.23
C  0.77  -4.29  1.99  -0.21
N  -0.15  -4.12  0.89  -0.11
H  -2.04  -4.30  0.11  0.08
H  -1.70  -5.52  1.35  0.11
H  -1.88  -3.84  3.11  0.10
H  -3.31  -3.91  2.12  0.11
H  -2.84  -1.73  1.39  0.08
H  -2.31  -1.42  3.90  0.11
H  -1.58  -0.34  2.70  0.10
H  -0.29  -2.77  4.00  0.10
H  0.08  -1.08  4.27  0.11
H  1.10  -0.92  2.26  0.06
H  2.15  -3.19  3.25  0.11
H  2.29  -2.82  1.53  0.11
H  0.20  -4.59  2.87  0.10
H  1.49  -5.10  1.80  0.11
H  0.24  -4.35  -0.01  0.05
O  0.94  0.98  2.21  -0.19
C  2.21  1.45  2.19  -0.55
C  2.84  1.28  0.76  -0.07
C  2.04  1.95  -0.33  -0.25
C  2.33  3.26  -0.69  -0.02
C  1.61  3.85  -1.72  -0.06
C  0.62  3.12  -2.35  -0.02
C  0.36  1.82  -1.92  -0.26
C  -0.72  0.99  -2.55  -0.07
C  -2.24  1.35  -2.42  -0.50
O  -2.95  0.41  -3.12  -0.21
C  -2.63  1.35  -0.92  -0.13
C  -3.66  0.50  -0.52  -0.02
C  -4.08  0.44  0.80  -0.11
C  -3.47  1.24  1.76  -0.12
C  -2.43  2.08  1.38  -0.08
C  -2.02  2.14  0.06  -0.03
C  -2.53  2.73  -3.07  -0.12
C  -3.18  3.78  -2.44  -0.02
C  -3.47  4.96  -3.13  -0.10
C  -3.12  5.11  -4.46  -0.13
C  -2.49  4.05  -5.11  -0.10
C  -2.21  2.88  -4.42  -0.05
N  1.06  1.25  -0.93  0.13
C  2.28  2.96  2.55  -0.15
C  3.47  3.63  2.82  -0.05
C  3.48  5.00  3.07  -0.11
C  2.29  5.72  3.06  -0.13
C  1.10  5.05  2.81  -0.09
C  1.09  3.68  2.56  -0.02
C  3.06  0.69  3.23  -0.14
C  4.16  -0.11  2.93  -0.04
C  4.80  -0.85  3.93  -0.10
C  4.35  -0.79  5.24  -0.12
C  3.25  0.00  5.55  -0.10
C  2.62  0.73  4.55  -0.03
H  3.87  1.66  0.72  0.12
H  2.87  0.21  0.55  0.10
H  3.10  3.81  -0.16  0.11
H  1.82  4.87  -2.03  0.10
H  0.05  3.54  -3.17  0.10
H  -0.52  0.89  -3.62  0.12
H  -0.66  -0.02  -2.16  0.01
H  -4.12  -0.11  -1.29  0.11
H  -4.88  -0.23  1.08  0.10
H  -3.78  1.19  2.80  0.10
H  -1.93  2.69  2.12  0.09
H  -1.22  2.82  -0.21  0.11
H  -3.46  3.69  -1.40  0.10
H  -3.98  5.77  -2.61  0.09
H  -3.34  6.03  -4.99  0.08
H  -2.22  4.14  -6.15  0.09
H  -1.75  2.05  -4.95  0.11
H  4.41  3.07  2.83  0.11
H  4.42  5.50  3.28  0.09
H  2.30  6.78  3.26  0.08
H  0.16  5.60  2.80  0.09
H  0.20  3.11  2.36  0.09
H  4.52  -0.18  1.91  0.10
H  5.64  -1.47  3.66  0.09
H  4.85  -1.37  6.01  0.08
H  2.88  0.05  6.57  0.09
H  1.74  1.32  4.78  0.12
C  -1.93  -1.52  -5.57  -0.02
C  -2.05  -2.48  -4.44  -0.32
C  -1.88  -3.85  -4.36  -0.02
C  -2.08  -4.15  -3.00  -0.39
N  -2.36  -3.06  -2.30  0.07
N  -2.35  -2.05  -3.20  0.03
C  -1.94  -5.49  -2.34  -0.05
H  -2.50  -1.86  -6.44  0.07
H  -0.88  -1.42  -5.88  0.08
H  -2.29  -0.54  -5.26  0.06
H  -1.61  -4.53  -5.15  0.10
H  -2.57  -1.03  -2.98  0.07
H  -1.97  -6.28  -3.09  0.07
H  -2.74  -5.67  -1.63  0.07
H  -0.99  -5.58  -1.81  0.07
F  3.37  -1.04  -1.53  0.10
C  3.67  -2.13  -2.25  -0.65
F  4.27  -1.72  -3.39  0.12
F  4.57  -2.85  -1.57  0.11
S  2.13  -3.08  -2.61  0.42
O  2.50  -3.93  -3.71  -0.30
O  1.87  -3.74  -1.34  -0.38
O  1.19  -2.01  -2.89  -0.44

=====

Which structure is the least stable? The one labeled #x.

=====

#w
ORCA calculation (ωB97M-V/def2-TZVPD) on a structure of composition C28H44BrN3P2Pd.

For the HOMO energy (alpha / beta), the calculation gives -13.51 / -13.61 eV. The calculation puts the LUMO energy (alpha / beta) at -7.635 / -8.517 eV. As for the total charge: +2. Its spin multiplicity is 3.

Each line ends with the Löwdin charge.
Element x y z (Å)
N  3.87  -4.26  -0.01  0.09
C  2.67  -4.69  0.38  -0.10
C  1.49  -3.97  0.16  -0.01
C  1.55  -2.77  -0.57  -0.22
C  2.82  -2.35  -1.01  -0.04
C  3.94  -3.12  -0.68  -0.12
C  0.32  -2.01  -0.91  -0.22
Pd  -0.11  -0.25  -0.07  0.64
P  -1.72  1.33  -0.06  1.02
C  0.38  -0.97  -1.91  -0.22
C  -0.68  -0.85  -2.93  -0.25
C  -0.37  -0.12  -4.09  -0.03
C  -1.38  0.39  -4.88  -0.10
C  -2.72  0.09  -4.59  -0.75
C  -3.01  -0.88  -3.60  -0.11
C  -1.99  -1.34  -2.76  -0.04
Br  -4.07  0.93  -5.47  0.90
H  -0.62  -2.55  -0.79  0.09
H  1.35  -0.58  -2.22  0.10
H  0.53  -4.35  0.51  0.11
H  2.96  -1.45  -1.61  0.10
H  2.65  -5.64  0.92  0.12
H  4.94  -2.78  -0.98  0.12
H  0.67  0.13  -4.28  0.13
H  -2.23  -2.03  -1.95  0.12
H  -1.14  1.01  -5.73  0.12
H  -4.03  -1.21  -3.44  0.12
P  1.74  0.87  0.94  0.93
C  -3.41  1.12  -0.81  -0.38
C  -4.01  2.29  -1.61  -0.12
H  -4.10  0.93  0.03  0.07
H  -3.33  0.20  -1.42  0.05
H  -5.09  2.14  -1.68  0.10
H  -3.83  3.25  -1.11  0.08
H  -3.63  2.34  -2.64  0.05
C  -1.06  2.07  -1.77  -0.31
C  -1.21  3.58  -2.02  -0.12
H  -1.61  1.45  -2.50  0.05
H  0.00  1.75  -1.85  0.04
H  -0.36  3.96  -2.61  0.09
H  -2.12  3.82  -2.59  0.07
H  -1.26  4.14  -1.07  0.08
C  -2.48  0.68  1.67  -0.34
C  -3.39  1.62  2.44  -0.12
H  -1.60  0.37  2.25  0.01
H  -3.00  -0.24  1.36  0.08
H  -3.12  1.56  3.51  0.09
H  -3.30  2.66  2.09  0.09
H  -4.44  1.30  2.37  0.09
C  1.27  1.90  2.40  -0.37
C  2.21  1.84  3.60  -0.12
H  0.26  1.59  2.69  0.05
H  1.18  2.93  2.03  0.09
H  2.20  0.86  4.09  0.06
H  3.24  2.10  3.35  0.08
H  1.86  2.57  4.34  0.09
C  2.31  2.13  -0.27  -0.40
C  3.73  2.63  -0.08  -0.12
H  1.58  2.95  -0.22  0.08
H  2.20  1.67  -1.26  0.07
H  3.93  2.98  0.95  0.08
H  4.48  1.87  -0.33  0.08
H  3.91  3.48  -0.74  0.09
C  3.27  -0.05  1.35  -0.37
C  3.10  -1.28  2.24  -0.13
H  3.98  0.66  1.80  0.09
H  3.71  -0.36  0.39  0.07
H  4.04  -1.84  2.27  0.10
H  2.83  -1.04  3.27  0.06
H  2.35  -1.97  1.81  0.04
N  -0.20  -1.69  3.07  0.00
C  -0.80  -2.61  3.87  -0.04
C  -1.66  -3.31  3.04  -0.04
C  -1.50  -2.77  1.76  -0.15
N  -0.62  -1.76  1.79  -0.05
H  0.55  -1.06  3.34  0.13
H  -0.57  -2.70  4.92  0.13
H  -2.32  -4.13  3.31  0.11
H  -1.96  -3.14  0.84  0.11

=====

#x
ORCA calculation (ωB97M-V/def2-TZVPD) on a structure of composition C28H44BrN3P2Pd.

For the HOMO energy (alpha / beta), the calculation gives -12.73 / -12.47 eV. The calculation puts the LUMO energy (alpha / beta) at -5.861 / -9.071 eV. As for the total charge: +2. Its spin multiplicity is 3.

Each line ends with the Löwdin charge.
Element x y z (Å)
N  -5.71  4.25  -3.78  0.08
C  -5.58  4.61  -2.50  -0.11
C  -4.89  3.83  -1.57  -0.01
C  -4.21  2.66  -1.98  -0.19
C  -4.36  2.30  -3.36  0.01
C  -5.16  3.12  -4.19  -0.12
C  -3.30  2.03  -1.01  0.01
Pd  -0.43  0.39  0.37  0.63
P  4.16  -0.64  1.01  1.22
C  -2.35  1.08  -1.36  -0.03
C  -0.89  1.42  -1.35  -0.36
C  -0.04  1.20  -2.51  -0.05
C  1.07  2.01  -2.72  -0.09
C  1.34  2.99  -1.71  -0.78
C  0.76  2.99  -0.45  -0.14
C  -0.50  2.32  -0.27  -0.23
Br  2.58  4.27  -1.99  0.86
H  -3.31  2.48  -0.01  0.12
H  -2.65  0.16  -1.90  0.11
H  -4.83  4.16  -0.53  0.11
H  -3.85  1.45  -3.81  0.11
H  -6.03  5.56  -2.20  0.12
H  -5.33  2.86  -5.23  0.12
H  -0.36  0.48  -3.27  0.11
H  -1.28  2.81  0.29  0.10
H  1.64  2.00  -3.65  0.12
H  1.10  3.62  0.34  0.09
P  -0.98  -1.96  0.22  0.92
C  4.89  1.05  1.01  -0.36
C  6.25  1.10  0.34  -0.13
H  5.01  1.26  2.07  0.09
H  4.22  1.81  0.58  0.10
H  6.60  2.13  0.33  0.09
H  6.97  0.51  0.91  0.09
H  6.28  0.75  -0.69  0.07
C  3.53  -0.69  -0.70  -0.36
C  4.40  -1.52  -1.64  -0.12
H  3.40  0.35  -1.04  0.10
H  2.54  -1.15  -0.64  0.02
H  3.98  -1.48  -2.65  0.09
H  5.44  -1.15  -1.69  0.07
H  4.42  -2.57  -1.33  0.08
C  2.80  -0.65  2.22  -0.36
C  3.22  -1.51  3.42  -0.14
H  1.89  -1.03  1.73  0.05
H  2.61  0.38  2.53  0.09
H  2.39  -2.16  3.77  0.08
H  4.08  -2.17  3.18  0.07
H  3.53  -0.89  4.27  0.09
C  -0.45  -3.24  1.44  -0.39
C  -1.49  -4.30  1.80  -0.13
H  -0.11  -2.72  2.35  0.05
H  0.43  -3.75  1.00  0.08
H  -2.34  -3.89  2.38  0.06
H  -1.90  -4.79  0.90  0.08
H  -1.01  -5.09  2.41  0.09
C  0.41  -2.06  -0.96  -0.42
C  0.08  -2.10  -2.43  -0.11
H  1.11  -2.85  -0.66  0.08
H  0.87  -1.05  -0.74  0.01
H  -0.77  -2.75  -2.66  0.08
H  -0.17  -1.10  -2.76  0.02
H  0.95  -2.40  -3.02  0.09
C  -2.52  -2.52  -0.56  -0.40
C  -3.77  -2.25  0.28  -0.14
H  -2.42  -3.59  -0.79  0.09
H  -2.60  -2.01  -1.54  0.07
H  -4.64  -2.45  -0.35  0.09
H  -3.86  -2.87  1.17  0.06
H  -3.87  -1.21  0.62  0.07
N  -1.16  -0.75  3.29  -0.04
C  -0.70  -0.54  4.57  -0.07
C  -0.27  0.77  4.63  -0.04
C  -0.60  1.33  3.37  -0.12
N  -0.98  0.37  2.53  -0.09
H  -1.94  -1.41  3.06  0.17
H  -0.85  -1.29  5.32  0.13
H  0.18  1.29  5.46  0.10
H  -0.63  2.38  3.07  0.12

=====

Which structure is the least stable? The one labeled #x.

=====

#w
ORCA calculation (ωB97M-V/def2-TZVPD) on an isolated molecule of C3H5F4NO.

For the HOMO energy, the calculation gives -10.19 eV. The calculation puts the LUMO energy at 0.654 eV. As for the SMILES: CNC(F)(F)C(O)(F)F.

Each line ends with the Löwdin charge.
Element x y z (Å)
C  -0.75  0.43  0.07  -0.07
C  0.28  -1.06  -1.53  -0.47
C  1.94  -1.05  -0.71  -0.57
N  -0.33  0.14  -1.30  0.00
O  1.96  -1.42  0.53  0.16
F  0.34  -1.27  -2.85  0.13
F  -0.35  -2.19  -0.99  0.05
F  2.56  -1.88  -1.54  0.12
F  2.45  0.19  -1.02  0.10
H  -1.23  1.38  0.22  0.08
H  -1.38  -0.23  0.55  0.05
H  0.26  0.51  0.65  0.12
H  -1.19  0.28  -1.87  0.15
H  2.70  -2.06  0.63  0.16

=====

#x
ORCA calculation (ωB97M-V/def2-TZVPD) on a cluster of 2 separate species, C3H5F4NO in total.

For the HOMO energy (alpha / beta), the calculation gives -7.28 / -7.71 eV. The calculation puts the LUMO energy (alpha / beta) at 0.514 / 0.645 eV.

Each line ends with the Löwdin charge.
Element x y z (Å)
C  0.15  0.88  2.13  -0.02
C  -0.68  1.56  0.11  -0.39
C  0.21  -1.56  -1.60  -0.49
N  0.16  1.68  1.12  0.00
O  0.80  -2.64  -2.10  0.13
F  -0.86  2.65  -0.62  0.07
F  -2.03  1.14  0.41  -0.01
F  0.96  -0.90  -0.60  -0.03
F  -0.90  -1.85  -0.88  0.07
H  1.06  0.67  2.70  0.08
H  -0.75  0.33  2.39  0.08
H  0.03  -0.65  -2.37  0.21
H  1.05  2.09  0.83  0.19
H  0.80  -3.38  -1.53  0.10

=====

Which structure is the least stable? The one labeled #x.

=====

#w
ORCA calculation (ωB97M-V/def2-TZVPD) on an isolated molecule of C5H12.

For the HOMO energy, the calculation gives -10.57 eV. The calculation puts the LUMO energy at 1.218 eV. As for the SMILES: CCC(C)C.

Each line ends with the Löwdin charge.
Element x y z (Å)
C  0.08  0.16  0.50  -0.43
C  1.04  -1.02  -1.51  -0.14
C  -0.02  1.68  0.59  -0.10
C  -0.91  -0.50  1.45  -0.10
C  -0.19  -0.32  -1.01  -0.24
H  1.09  -0.13  0.81  0.12
H  1.26  -1.92  -0.94  0.07
H  1.91  -0.36  -1.55  0.07
H  -1.02  2.03  0.30  0.08
H  0.17  2.03  1.61  0.07
H  -0.82  -1.59  1.41  0.08
H  -0.73  -0.19  2.48  0.07
H  -1.94  -0.24  1.19  0.08
H  0.72  2.16  -0.06  0.08
H  -1.05  -0.99  -1.04  0.10
H  -0.41  0.55  -1.65  0.10
H  0.81  -1.35  -2.59  0.09

=====

#x
ORCA calculation (ωB97M-V/def2-TZVPD) on a cluster of 2 separate species, C5H12 in total.

For the HOMO energy, the calculation gives -9.89 eV. The calculation puts the LUMO energy at 1.104 eV. As for the SMILES: C=C.CCC.

Each line ends with the Löwdin charge.
Element x y z (Å)
C  -3.42  1.72  -1.28  -0.09
C  -3.92  2.91  -1.55  -0.09
H  -3.11  1.03  -2.05  0.04
H  -3.32  1.42  -0.24  0.04
H  -3.75  3.36  -2.52  0.04
H  -4.54  3.44  -0.84  0.04
C  2.78  -2.11  0.22  -0.14
C  2.29  -1.20  1.33  -0.34
C  1.06  -0.40  0.94  -0.13
H  2.05  -2.90  -0.02  0.07
H  3.68  -2.69  0.41  0.07
H  2.86  -1.55  -0.71  0.07
H  3.12  -0.56  1.65  0.10
H  2.09  -1.74  2.26  0.10
H  1.20  0.31  0.12  0.07
H  0.36  -1.10  0.47  0.07
H  0.57  0.06  1.79  0.06

=====

Which structure is the least stable? The one labeled #x.